Entry 1:
The following is a quantum chemistry calculation of CH3IS in the gas phase in a non-equilibrium geometry, from the Open Molecules 2025 dataset.

Last column: Mulliken charge in e.
Element x y z (Å)
C  -0.672  1.478  0.472  -0.7193
S  1.684  -2.015  -0.643  -0.3663
I  1.024  0.548  -0.455  0.3790
H  -1.093  1.011  1.326  0.3156
H  -1.510  1.567  -0.214  0.2711
H  0.567  -2.589  -0.485  0.1199

Results
Kohn-Sham gap (spin up / spin down) = 7.321 / 7.223 eV
E_tot = -20017.7315 eV
Largest force on an atom = 2.625 eV/A

***

Entry 2:
The following is a quantum chemistry calculation of a molecular structure, C41H60AsN3ReSSeSi4 in a non-equilibrium geometry, from the Open Molecules 2025 dataset.

Last column: Mulliken spin population.
Element x y z (Å)
Re  -0.167  -0.131  -0.355  2.1696
S  0.384  0.525  1.840  0.0991
C  1.620  -0.478  2.612  -0.0390
C  1.923  -0.399  3.974  0.0168
C  3.067  -0.971  4.491  -0.0066
C  3.939  -1.644  3.664  0.0205
C  3.664  -1.755  2.331  -0.0236
C  2.519  -1.162  1.803  0.0568
As  2.160  -1.038  -0.072  0.0145
C  2.622  -2.854  -0.722  0.0343
C  2.658  -3.927  0.112  -0.0015
C  3.059  -5.168  -0.343  0.0017
C  3.419  -5.315  -1.680  -0.0021
C  3.325  -4.201  -2.555  -0.0014
C  2.931  -2.975  -2.078  -0.0054
C  3.491  0.024  -0.942  -0.1660
C  3.126  1.164  -1.666  0.0230
C  4.081  2.022  -2.156  -0.0007
C  5.416  1.725  -1.941  0.0017
C  5.794  0.589  -1.241  0.0000
C  4.838  -0.262  -0.731  0.0006
H  1.271  0.025  4.702  0.0033
H  3.163  -0.864  5.573  -0.0005
H  4.738  -2.183  4.100  0.0008
H  4.330  -2.249  1.669  0.0013
H  2.420  -3.790  1.159  0.0016
H  3.143  -5.957  0.358  0.0001
H  3.735  -6.238  -2.124  -0.0002
H  3.646  -4.252  -3.582  0.0000
H  3.045  -2.121  -2.765  -0.0003
H  2.065  1.419  -1.792  0.0986
H  3.848  2.908  -2.754  0.0011
H  6.218  2.356  -2.343  0.0004
H  6.850  0.455  -1.157  -0.0005
H  5.141  -1.118  -0.124  -0.0007
Se  -1.107  0.361  -2.384  0.3188
C  -2.914  2.212  1.934  -0.0088
Si  -2.477  3.165  0.363  -0.0087
C  -3.892  2.871  -0.838  0.0050
C  -2.750  4.960  0.669  -0.0060
Si  -0.318  2.554  -0.479  0.0965
Si  0.284  3.473  -2.573  0.0174
C  1.552  4.872  -2.404  0.0006
C  -1.274  4.295  -3.231  0.0084
C  0.995  2.382  -3.937  -0.0026
Si  0.886  3.702  1.166  -0.0013
C  0.914  5.593  0.837  0.0066
C  2.697  3.244  1.183  0.0111
C  0.172  3.612  2.927  -0.0037
H  -3.835  1.663  1.709  0.0025
H  -3.111  2.831  2.797  -0.0002
H  -2.088  1.508  2.156  0.0089
H  -4.822  3.350  -0.586  0.0014
H  -4.078  1.871  -1.137  -0.0020
H  -3.616  3.407  -1.771  -0.0027
H  -3.857  5.122  0.777  -0.0008
H  -2.390  5.592  -0.176  0.0009
H  -2.264  5.243  1.571  0.0005
H  1.189  5.816  -1.972  0.0004
H  1.890  5.108  -3.445  0.0001
H  2.456  4.581  -1.837  0.0002
H  -1.543  5.198  -2.676  0.0001
H  -2.177  3.627  -3.135  -0.0024
H  -1.299  4.531  -4.315  0.0010
H  1.397  1.381  -3.678  -0.0027
H  1.808  2.915  -4.424  0.0029
H  0.135  2.355  -4.712  -0.0002
H  1.886  5.824  0.329  0.0005
H  0.789  6.067  1.826  0.0012
H  0.139  5.843  0.098  -0.0007
H  3.080  3.410  0.177  -0.0005
H  2.799  2.193  1.397  -0.0018
H  3.341  3.910  1.810  0.0007
H  -0.792  4.139  3.028  -0.0001
H  0.873  4.121  3.596  0.0006
H  0.033  2.603  3.304  0.0088
N  -3.904  -1.250  -0.857  -0.0026
C  -4.429  -1.379  0.531  0.0227
C  -5.655  -2.287  0.544  0.0010
N  -6.397  -2.342  1.752  0.0001
H  -4.532  -0.876  -1.559  0.0113
H  -3.543  -2.160  -1.163  -0.0206
H  -3.057  -0.622  -0.917  0.0298
H  -4.650  -0.371  0.884  -0.0032
H  -3.639  -1.810  1.122  -0.0099
H  -5.354  -3.305  0.322  0.0001
H  -6.338  -1.946  -0.237  0.0002
H  -6.820  -1.462  2.054  0.0000
H  -5.857  -2.669  2.565  -0.0001
C  -2.565  -4.222  -3.222  0.0248
C  -1.302  -3.605  -3.311  -0.0230
C  -0.759  -2.969  -2.210  0.0531
C  -1.368  -2.936  -0.966  -0.0451
C  -2.525  -3.769  -0.834  0.0153
C  -3.198  -4.257  -1.987  -0.0144
N  -1.101  -2.084  0.086  0.2465
C  -1.019  -2.677  1.358  -0.0240
C  -1.406  -2.111  2.570  -0.0197
C  -1.153  -2.758  3.796  -0.0049
C  -0.517  -3.988  3.811  0.0048
C  -0.222  -4.586  2.589  0.0027
C  -0.490  -3.982  1.390  -0.0128
H  -3.015  -4.671  -4.098  0.0019
H  -0.831  -3.572  -4.298  -0.0033
H  0.178  -2.444  -2.302  0.0027
H  -2.989  -3.908  0.144  0.0017
H  -4.164  -4.724  -1.882  0.0002
H  -1.793  -1.099  2.564  0.0177
H  -1.482  -2.355  4.730  -0.0007
H  -0.312  -4.442  4.782  0.0000
H  0.317  -5.536  2.594  0.0003
H  -0.302  -4.497  0.449  0.0001

Results
Kohn-Sham gap (spin up / spin down) = 6.142 / 6.538 eV
E_tot = -218622.2909 eV
Multiplicity = 4
Largest force on an atom = 2.702 eV/A

***

Entry 3:
The following is a quantum chemistry calculation of 3 unconnected molecules or ions with the total composition C13H25NO6S3 in a non-equilibrium geometry, from the Open Molecules 2025 dataset.

Last column: Mulliken charge in e.
Element x y z (Å)
C  -2.341  2.461  1.604  -0.5981
O  -1.742  3.649  1.043  -0.3868
C  -1.720  3.612  -0.398  -0.4263
C  -0.509  2.637  -0.815  0.2830
N  0.726  3.224  -0.161  -0.4359
C  1.751  2.529  -0.458  0.3318
S  3.113  1.598  -0.535  -0.2178
O  -0.363  2.476  -2.239  -0.3792
C  -0.879  1.162  -2.614  -0.5231
H  -2.420  2.617  2.735  0.2972
H  -3.423  2.366  1.243  0.2550
H  -1.743  1.509  1.462  0.2565
H  -1.470  4.682  -0.728  0.2725
H  -2.710  3.314  -0.872  0.2796
H  -0.627  1.592  -0.372  0.2585
H  -0.767  0.966  -3.727  0.2479
H  -0.299  0.317  -2.091  0.2334
H  -1.980  1.109  -2.292  0.2446
C  6.669  -1.940  -4.140  -0.5862
C  5.164  -1.784  -3.910  -0.6134
C  4.895  -2.060  -2.429  -0.5240
S  6.394  -1.618  -1.558  1.1123
O  6.964  -2.814  -0.984  -0.6614
O  6.157  -0.426  -0.775  -0.6298
C  7.341  -1.178  -3.005  -0.6782
H  6.972  -1.554  -5.116  0.3330
H  6.942  -2.998  -4.095  0.3010
H  4.861  -0.761  -4.155  0.2909
H  4.586  -2.457  -4.547  0.3199
H  4.067  -1.460  -2.051  0.2545
H  4.700  -3.118  -2.249  0.3439
H  8.386  -1.452  -2.863  0.3850
H  7.251  -0.099  -3.147  0.3474
C  -6.168  -1.300  3.926  -0.5931
C  -4.984  -2.226  4.213  -0.6031
C  -3.858  -1.843  3.250  -0.7560
S  -4.090  -0.109  2.874  1.3468
O  -4.419  0.019  1.473  -0.6741
O  -3.030  0.657  3.490  -0.7045
C  -5.583  0.103  3.828  -0.7799
H  -6.930  -1.363  4.705  0.3428
H  -6.633  -1.579  2.975  0.2983
H  -4.651  -2.080  5.245  0.2992
H  -5.257  -3.277  4.102  0.3203
H  -2.876  -1.987  3.700  0.3561
H  -3.924  -2.403  2.315  0.3861
H  -6.244  0.811  3.331  0.3899
H  -5.298  0.480  4.812  0.3835

Results
Kohn-Sham gap = 9.423 eV
E_tot = -60163.5945 eV
Largest force on an atom = 5.250 eV/A

***

| no. | molecular weight (u) |
| --- | --- |
| 1 | 174.01 |
| 2 | 1079.45 |
| 3 | 387.55 |